1.
{"formula": "C5H9N2O", "method": "wB97M-V/def2-TZVPD", "homo_ha": -0.479, "smiles": "C/C=C1/COC(=[NH2+])N1", "relative_energy_kcal_mol": 17.92, "homo_lumo_gap_ev": 9.9, "lumo_ha": -0.1146, "charge": 1, "symbols": ["C", "C", "C", "C", "O", "C", "N", "N", "H", "H", "H", "H", "H", "H", "H", "H", "H"], "coordinates": [[2.909, 0.525, 0.032], [1.613, -0.428, -0.013], [0.247, -0.414, -0.073], [-0.700, -1.583, -0.027], [-2.002, -0.970, 0.055], [-1.868, 0.329, -0.005], [-2.935, 1.103, 0.041], [-0.607, 0.720, -0.109], [3.734, -0.049, -0.367], [3.092, 0.761, 1.075], [2.757, 1.439, -0.532], [1.963, -1.454, 0.038], [-0.672, -2.212, -0.924], [-0.552, -2.210, 0.856], [-2.869, 2.107, 0.007], [-3.845, 0.670, 0.107], [-0.267, 1.667, -0.160]], "forces_ev_per_a": [[-2.751, -0.767, -0.045], [-0.367, -0.237, -0.073], [3.142, 0.816, 0.202], [0.736, -0.682, -0.074], [-0.567, 0.445, 0.043], [0.007, 0.413, -0.051], [0.022, -0.317, -0.001], [-0.082, -0.084, -0.024], [0.061, 0.013, -0.093], [0.131, 0.066, 0.088], [0.107, 0.115, -0.050], [-0.099, -0.141, 0.029], [-0.078, 0.200, 0.155], [-0.140, 0.117, -0.121], [0.008, -0.068, -0.002], [0.060, 0.074, -0.002], [-0.190, 0.036, 0.020]], "mulliken_charge": [-1.036, -0.265, 0.312, -0.375, -0.365, 0.600, -0.340, -0.085, 0.310, 0.308, 0.343, 0.311, 0.278, 0.302, 0.216, 0.268, 0.218]}

***

2.
{"formula": "C5H9N2O2", "method": "wB97M-V/def2-TZVPD", "homo_ha": -0.510, "smiles": "C/C=C(C)\\C=[NH+]/ON=O", "relative_energy_kcal_mol": 187.51, "homo_lumo_gap_ev": 8.4, "lumo_ha": -0.2027, "charge": 1, "symbols": ["C", "C", "C", "C", "C", "N", "O", "N", "O", "H", "H", "H", "H", "H", "H", "H", "H", "H"], "coordinates": [[-1.932, 0.578, 0.223], [-0.998, 0.031, -0.781], [0.025, -0.698, -0.256], [0.673, -1.912, -1.007], [0.772, -0.528, 0.915], [0.999, 0.606, 1.520], [0.447, 1.738, 1.106], [1.154, 2.316, -0.093], [0.840, 3.373, -0.303], [-2.092, 1.559, 0.007], [-1.547, 0.514, 1.189], [-2.867, -0.047, 0.007], [-1.069, 0.072, -1.820], [1.683, -2.121, -0.961], [0.529, -1.871, -2.193], [0.178, -2.907, -0.779], [1.344, -1.410, 1.196], [1.860, 0.708, 2.030]], "forces_ev_per_a": [[-1.112, -2.259, -2.486], [1.604, -0.860, 3.201], [1.043, -1.931, -2.089], [-3.355, -0.726, -3.549], [-0.443, -0.239, 0.005], [1.062, -0.829, -0.436], [-1.813, 1.154, 1.443], [2.141, -0.838, -1.464], [-0.847, 0.621, 0.343], [-1.185, 2.962, -0.560], [0.126, -0.580, 1.554], [0.862, 1.020, 0.822], [-0.869, -0.117, -1.543], [2.340, 0.273, 0.776], [-0.038, 0.370, 2.514], [0.172, 1.320, 0.191], [0.175, 0.525, 0.595], [0.134, 0.134, 0.683]], "mulliken_charge": [-1.152, -0.318, 0.854, -1.604, -0.326, -0.030, -0.236, 0.394, -0.197, 0.404, 0.414, 0.365, 0.488, 0.480, 0.319, 0.336, 0.478, 0.330]}

***

3.
{"formula": "C5H9N2O2", "method": "wB97M-V/def2-TZVPD", "homo_ha": -0.534, "smiles": "[NH3+][C@]1(O)N=CCCC1=O", "relative_energy_kcal_mol": 78.70, "homo_lumo_gap_ev": 10.2, "lumo_ha": -0.1603, "charge": 1, "symbols": ["N", "C", "O", "N", "C", "C", "C", "C", "O", "H", "H", "H", "H", "H", "H", "H", "H", "H"], "coordinates": [[0.565, -0.657, 2.062], [0.383, 0.261, 0.781], [1.431, 1.396, 1.020], [-1.011, 0.517, 0.758], [-1.648, 0.466, -0.325], [-1.073, 0.353, -1.685], [0.326, -0.390, -1.668], [0.920, -0.624, -0.347], [1.482, -1.662, -0.029], [1.082, -1.401, 1.507], [-0.343, -0.837, 2.507], [1.216, -0.122, 2.779], [0.976, 2.094, 1.479], [-2.801, 0.516, -0.187], [-1.666, 0.034, -2.421], [-0.968, 1.421, -1.767], [1.072, 0.031, -2.395], [0.056, -1.397, -2.068]], "forces_ev_per_a": [[1.797, 2.754, 0.413], [2.371, 1.535, 2.521], [-2.509, -3.230, -1.375], [1.054, 0.585, 1.007], [-3.023, -0.999, -0.326], [3.713, 1.443, 3.824], [-0.804, -0.193, -2.329], [-0.844, -1.181, 0.568], [0.060, 1.057, -0.406], [-0.057, -0.673, 1.244], [0.338, -0.328, -0.407], [-1.495, -1.548, -1.913], [-0.581, 0.779, 0.367], [1.952, 0.194, -0.501], [-2.446, -1.401, -2.631], [0.490, 0.844, -1.031], [-0.704, -0.179, 0.681], [0.688, 0.541, 0.294]], "mulliken_charge": [-0.298, 0.634, -0.535, -0.576, -0.059, -0.777, -0.581, 0.405, -0.579, 0.374, 0.335, 0.387, 0.364, 0.390, 0.522, 0.293, 0.346, 0.354]}

***

4.
{"formula": "C5H9N2O2", "method": "wB97M-V/def2-TZVPD", "homo_ha": [-0.365, -0.336], "relative_energy_kcal_mol": 145.75, "homo_lumo_gap_ev": [5.2, 3.5], "lumo_ha": [-0.1745, -0.2078], "charge": 1, "symbols": ["C", "C", "C", "C", "C", "N", "N", "O", "O", "H", "H", "H", "H", "H", "H", "H", "H", "H"], "coordinates": [[2.430, -2.582, 0.025], [1.972, -1.416, -0.514], [0.463, -2.152, 0.970], [-0.074, -0.040, -0.215], [-2.005, 3.064, -0.265], [1.539, -3.064, 0.900], [0.727, -1.148, 0.054], [-2.342, 3.088, -1.601], [-2.842, 3.449, 0.648], [3.296, -3.076, -0.138], [2.217, -0.667, -1.168], [-0.440, -2.134, 1.623], [-0.943, 0.115, 0.548], [0.433, 0.930, -0.459], [-0.997, 2.591, -0.005], [1.886, -3.709, 1.585], [-1.629, 3.074, -2.215], [-3.693, 3.676, 0.225]], "forces_ev_per_a": [[-1.348, 2.188, -0.763], [-1.817, -1.025, 1.580], [0.656, 0.684, -0.788], [-1.924, 1.692, 1.135], [0.615, -1.154, -2.744], [-1.857, 1.625, 0.291], [-0.141, -1.879, 2.379], [-1.473, 0.841, 4.964], [1.065, -0.799, -1.845], [2.541, -1.295, -0.560], [1.516, 0.939, -1.725], [1.222, -0.389, -0.706], [1.807, -0.583, -1.319], [0.055, -1.321, 0.207], [-1.500, 0.994, 0.072], [-0.771, -0.319, 0.371], [1.537, -0.442, -0.686], [-0.183, 0.242, 0.138]], "mulliken_charge": [-0.566, -0.299, -0.253, -0.495, 0.444, -0.099, 0.244, -0.366, -0.297, 0.480, 0.468, 0.302, 0.086, 0.061, 0.223, 0.280, 0.381, 0.404]}

***

What is the charge in the third record? +1

***

charge of number 2 (C5H9N2O2)? +1